1.
# C2H4N2OS

The molecule C2H4N2OS (ωB97M-V/def2-TZVPD, OMol25).

Last column: natural (NBO) charge in e.
Atoms and positions in Å:
1 C 0.74843 -0.97308 0.09776  0.52
2 C -1.42002 2.08765 0.25555  -0.03
3 H 0.18069 -2.20090 1.68719  0.41
4 H -0.89661 -0.87463 1.32185  0.42
5 H -2.03920 2.53970 1.07511  0.18
6 H -0.93094 2.82957 -0.32018  0.15
7 N -0.07874 -1.40508 1.10888  -0.84
8 N -1.18548 0.87033 0.16075  -0.57
9 O 1.81082 -1.50322 -0.12451  -0.60
10 S 0.12991 0.42424 -0.86095  0.36

Atoms 1-2, force components in eV/Å:
-0.4 -1.3 1.5
-0.8 1.7 1.4

LUMO energy ... 0.62 eV
Frontier orbital gap ... 10.1 eV
ΔE to the lowest compared entry with this formula, charge and spin ... 151.2 kJ/mol
Total charge ... 0
Electronic energy ... -18001.0919 eV
SMILES ... C=NSC(N)=O
E_HOMO ... -9.52 eV

=====

2.
# C12H10N2O5Pd

A structure of composition C12H10N2O5Pd (ωB97M-V/def2-TZVPD, OMol25).

Last column: natural (NBO) charge in e.
Atoms and positions in Å:
1 Pd 0.00000 0.00000 0.00000  0.67
2 O 0.13149 -1.32657 -2.74882  -0.29
3 C 0.06347 -0.81698 -1.71695  0.49
4 C 0.12163 0.71931 1.75705  0.49
5 O 0.22486 1.13863 2.82594  -0.28
6 C -0.96134 -1.49813 0.67840  0.50
7 O -1.52326 -2.41556 1.09323  -0.28
8 C 0.92212 1.51854 -0.68713  0.50
9 O 1.50045 2.42707 -1.09894  -0.28
10 C -4.42460 2.19444 -1.41427  -0.38
11 H -4.11658 2.77301 -2.27832  0.21
12 H -5.02682 1.31607 -1.61857  0.21
13 C -4.40326 2.75352 -0.15047  -0.37
14 H -4.98839 2.32093 0.65357  0.21
15 H -4.07824 3.77795 -0.00610  0.21
16 N 6.48860 -0.71721 1.82174  -0.78
17 C 5.27571 -0.15156 1.59036  0.62
18 O 5.13819 1.04137 1.81950  -0.57
19 C 4.10750 -0.93022 1.06578  -0.10
20 C 4.18669 -2.30612 0.78430  -0.06
21 C 3.07761 -2.98467 0.29754  -0.20
22 C 1.88870 -2.29701 0.08808  0.02
23 N 1.78794 -0.95817 0.35191  -0.47
24 C 2.87444 -0.27856 0.83585  0.07
25 H 7.26400 -0.14160 2.18196  0.45
26 H 6.68409 -1.71087 1.65268  0.40
27 H 5.08765 -2.87940 0.92964  0.25
28 H 3.13787 -4.04352 0.07937  0.28
29 H 1.04408 -2.84997 -0.29680  0.23
30 H 2.78574 0.77813 1.04340  0.25

Atoms 1-2, force components in eV/Å:
-0.7 0.4 -0.1
-0.2 1.9 3.9

LUMO energy (spin up / spin down) ... -8.81 / -11.23 eV
Frontier orbital gap (spin up / spin down) ... 6.2 / 3.5 eV
2S+1 ... 3
Total charge ... +2
<S²> ... 2.0131
Electronic energy ... -29280.7847 eV
E_HOMO (spin up / spin down) ... -15.05 / -14.69 eV

=====

3.
# C46H42BrCaN8O3P2

A structure of composition C46H42BrCaN8O3P2 (ωB97M-V/def2-TZVPD, OMol25).

Last column: Mulliken charge in e.
Atoms and positions in Å:
1 Ca 0.32424 0.31523 -0.44796  1.21
2 N 1.06174 -2.99000 0.59939  -0.03
3 P -0.46982 -2.53625 -0.06275  0.09
4 C -1.12684 -4.21267 -0.41386  0.55
5 C -2.25034 -4.32034 -1.22917  -0.48
6 C -2.79596 -5.56258 -1.50280  -0.64
7 C -2.22245 -6.70603 -0.97005  -0.51
8 C -1.10179 -6.60563 -0.16233  -0.84
9 C -0.54700 -5.36683 0.10556  -0.54
10 C -1.34050 -2.20850 1.51757  0.91
11 C -1.38716 -3.16010 2.53070  -0.47
12 C -2.05017 -2.87988 3.70929  -0.72
13 C -2.67651 -1.65623 3.88113  -0.75
14 C -2.62475 -0.70151 2.88045  -0.79
15 C -1.96360 -0.97927 1.69675  -0.07
16 P 1.93615 -1.58735 1.14976  -0.09
17 C 1.43857 -1.62882 2.91843  0.94
18 C 0.73769 -0.54357 3.43075  -0.38
19 C 0.33045 -0.53089 4.75234  -0.80
20 C 0.65672 -1.58650 5.58486  -0.65
21 C 1.37085 -2.66372 5.08472  -0.73
22 C 1.75324 -2.69543 3.75576  -0.76
23 C 3.59716 -2.34304 1.31036  0.24
24 C 4.66290 -1.48120 1.55772  -0.60
25 C 5.94830 -1.97647 1.68674  -0.68
26 C 6.18467 -3.33565 1.55306  -0.52
27 C 5.12695 -4.20029 1.32644  -0.88
28 C 3.83826 -3.71051 1.20449  -0.11
29 H 1.60210 -3.39552 -0.17119  0.46
30 H -2.68775 -3.42284 -1.64847  0.40
31 H -3.66546 -5.64582 -2.13739  0.41
32 H -2.64546 -7.67576 -1.18415  0.39
33 H -0.65474 -7.49383 0.26024  0.42
34 H 0.33793 -5.29650 0.72243  0.21
35 H -0.90715 -4.11631 2.38480  0.39
36 H -2.07620 -3.61800 4.49519  0.45
37 H -3.21279 -1.45159 4.79348  0.42
38 H -3.10278 0.25728 3.02052  0.48
39 H -1.93656 -0.23561 0.90169  0.43
40 H 0.52920 0.30272 2.79225  0.61
41 H -0.22795 0.30985 5.13546  0.53
42 H 0.37613 -1.56245 6.62666  0.42
43 H 1.64183 -3.48057 5.73733  0.44
44 H 2.31168 -3.53937 3.37563  0.49
45 H 4.47430 -0.41773 1.65000  0.48
46 H 6.77094 -1.30596 1.88477  0.43
47 H 7.18959 -3.72401 1.62364  0.39
48 H 5.30067 -5.26337 1.24165  0.43
49 H 3.02513 -4.40412 1.03850  0.28
50 C 4.09281 7.08595 -2.43105  -1.59
51 C 2.85925 7.14768 -1.58984  0.21
52 C 2.61166 6.21760 -0.59189  -0.04
53 C 1.49825 6.30832 0.22503  0.18
54 C 0.59376 7.34679 0.04240  -0.40
55 N -0.53341 7.55199 0.86124  0.02
56 C -1.21449 6.69924 1.66906  0.21
57 O -1.86236 7.07661 2.61835  -0.67
58 N -1.15766 5.33497 1.37332  -0.04
59 C -1.13271 4.66910 0.17109  0.34
60 C -1.17181 5.27574 -1.08702  -0.30
61 C -1.06823 4.47402 -2.20882  -1.33
62 C -0.95379 3.09986 -2.06215  -0.52
63 N -1.00706 2.50805 -0.87317  0.70
64 C -1.11285 3.26824 0.20139  -0.88
65 C 0.81759 8.26827 -0.97861  -0.41
66 C 1.93153 8.16548 -1.78261  -0.71
67 H 4.71303 6.23955 -2.15417  0.32
68 H 4.67544 7.99734 -2.30875  0.38
69 H 3.83268 7.00008 -3.48368  0.36
70 H 3.30499 5.40688 -0.43492  0.10
71 H 1.35621 5.58335 1.01209  0.81
72 H -0.74430 8.52335 1.05486  0.27
73 H -1.40548 4.76693 2.17299  0.23
74 H -1.28797 6.34061 -1.19524  0.64
75 H -1.08440 4.91521 -3.19235  0.46
76 H -0.85083 2.44502 -2.91740  0.52
77 H -1.17251 2.74654 1.15021  0.32
78 H 0.10988 9.06993 -1.13214  0.46
79 H 2.09313 8.88726 -2.56801  0.42
80 Br 6.32215 5.48825 2.70492  -0.17
81 C 4.98021 4.33171 2.02685  0.13
82 C 3.89984 3.99769 2.82690  -0.79
83 C 2.91592 3.17036 2.32198  -0.29
84 C 3.01477 2.68238 1.02079  0.46
85 C 4.11708 3.01602 0.23763  -0.91
86 C 5.10407 3.84246 0.73636  -0.47
87 C 1.94641 1.81516 0.43592  1.89
88 O 2.09642 1.36566 -0.72009  -1.28
89 O 0.92835 1.55428 1.12012  -0.39
90 H 3.84485 4.39193 3.82827  0.46
91 H 2.06796 2.89651 2.93264  0.58
92 H 4.18061 2.62561 -0.76696  0.51
93 H 5.95775 4.11730 0.13660  0.47
94 N -5.94453 -0.29400 -2.37329  -0.38
95 C -4.77746 0.22026 -1.96277  0.62
96 N -4.79295 1.30674 -1.16225  -0.30
97 N -3.68780 -0.38107 -2.34645  -0.68
98 C -2.46852 -0.16561 -2.05697  0.54
99 N -1.32147 -0.14132 -1.88455  -0.66
100 H -6.82439 0.14614 -2.17281  0.18
101 H -5.94654 -1.10864 -2.96250  0.24
102 H -5.64593 1.79337 -0.94125  0.20
103 H -3.92523 1.69465 -0.82878  0.11

Atoms 1-2, force components in eV/Å:
-1.7 -1.6 -1.1
0.5 -0.3 -0.5

LUMO energy ... -2.03 eV
Frontier orbital gap ... 8.3 eV
ΔE to the lowest compared entry with this formula, charge and spin ... 61.4 kJ/mol
Total charge ... +1
Electronic energy ... -173506.7476 eV
E_HOMO ... -10.34 eV

=====

4.
# C10H15NO

A cluster of 2 separate species, C10H15NO in total (ωB97M-V/def2-TZVPD, OMol25).

Last column: natural (NBO) charge in e.
Atoms and positions in Å:
1 C -2.49940 0.08238 2.05733  -0.64
2 C 0.25723 2.76938 0.30017  -0.24
3 C -0.60483 2.06456 -0.49022  -0.19
4 C 0.41893 2.41206 1.61819  -0.20
5 C -1.36077 0.98222 -0.00507  -0.24
6 C -0.35576 1.38430 2.15780  -0.22
7 C -1.26731 0.68591 1.34828  0.00
8 H 0.87227 3.61951 -0.00426  0.22
9 H -0.90536 2.28073 -1.52230  0.21
10 H 1.03071 2.89527 2.37803  0.22
11 H -2.03936 0.51344 -0.70685  0.21
12 H -0.17199 0.98952 3.16105  0.21
13 H -2.54218 0.63748 3.00657  0.22
14 H -2.41073 -0.97807 2.29762  0.22
15 H -3.39518 0.43422 1.54132  0.22
16 C 1.87166 -2.20710 -1.02559  -0.50
17 C 0.53196 -2.77027 -0.61097  -0.63
18 C 1.94474 -1.13670 -2.09904  0.67
19 O 3.06526 -0.97719 -2.57589  -0.64
20 N 0.95599 -0.26319 -2.45081  -0.83
21 H 2.47658 -1.80151 -0.19184  0.24
22 H 2.52817 -3.00843 -1.38157  0.24
23 H -0.25902 -2.87719 -1.34800  0.21
24 H -0.05626 -2.13677 0.06867  0.21
25 H 1.21452 0.31001 -3.23411  0.40
26 H 0.01383 -0.16064 -2.13273  0.40
27 H 0.68632 -3.74395 -0.15578  0.22

Atoms 1-2, force components in eV/Å:
1.2 0.7 0.5
1.2 1.3 0.2

LUMO energy ... 0.74 eV
Frontier orbital gap ... 10.0 eV
ΔE to the lowest compared entry with this formula, charge and spin ... 117.7 kJ/mol
Total charge ... 0
Electronic energy ... -14150.3597 eV
SMILES ... Cc1ccccc1.CCC(N)=O
E_HOMO ... -9.23 eV

=====

5.
# C5H9N2O

The ion C5H9N2O with charge +1 (ωB97M-V/def2-TZVPD, OMol25).

Last column: natural (NBO) charge in e.
Atoms and positions in Å:
1 C 0.97657 -1.84898 -0.03058  -0.36
2 C -0.27534 -1.15290 -0.16810  -0.13
3 C 2.13690 -1.18077 0.14628  0.10
4 C -0.57051 0.00478 0.43652  -0.16
5 C 1.54427 0.98570 -0.38596  0.46
6 N 2.16240 0.16120 0.34163  -0.54
7 N -1.85497 0.69542 0.13275  -0.69
8 O 1.37235 2.24953 -0.04756  -0.66
9 H 0.98177 -2.91337 -0.18445  0.25
10 H -0.97618 -1.57504 -0.87992  0.22
11 H 3.08850 -1.68730 0.19539  0.23
12 H -0.05937 0.40880 1.28783  0.24
13 H 1.21424 0.78605 -1.41112  0.16
14 H -2.65030 0.04185 0.17420  0.45
15 H -1.82897 1.10541 -0.81221  0.45
16 H -2.01345 1.45393 0.80360  0.45
17 H 1.81529 2.44419 0.79570  0.51

Atoms 1-2, force components in eV/Å:
0.5 -0.1 0.0
-0.5 0.7 0.1

LUMO energy ... -3.79 eV
Frontier orbital gap ... 8.4 eV
ΔE to the lowest compared entry with this formula, charge and spin ... 267.4 kJ/mol
Total charge ... +1
Electronic energy ... -10349.8490 eV
SMILES ... [NH3+]/C=C/C=C\N=C\O
E_HOMO ... -12.16 eV